# 1
The following is a quantum chemistry calculation of C3H10N3 as an isolated structure, from OMol25.

Computed properties:
* total charge: +1
* M: 88.134 g/mol
* gap between HOMO and LUMO: 0.3920 hartree
* spin multiplicity: 1
* F_max: 0.49 eV/A

Structure (XYZ):
```
16
C3H10N3 | OMol25 | the ωB97M-V functional and the def2-TZVPD basis
H 0.648 -0.433 2.927
N 1.442 0.820 -1.725
H 2.261 0.958 -2.293
H 1.442 1.199 -0.794
H -1.895 1.458 1.052
H -0.526 -0.275 0.027
C -1.291 0.845 1.718
H -0.442 -1.757 2.463
H 0.991 -1.428 1.503
H -1.049 -1.124 -1.794
N -0.580 -0.076 1.232
H 0.654 -0.507 -3.078
C 0.546 -0.102 -2.076
H -1.324 1.038 2.784
N -0.432 -0.477 -1.321
C 0.210 -0.970 2.096
```


# 2
The following is a quantum chemistry calculation of a single C30H43ClFNO5 molecule in a non-equilibrium geometry, from OMol25.

Computed properties:
* total charge: 0
* M: 552.127 g/mol
* gap between HOMO and LUMO: 0.3298 hartree
* spin multiplicity: 1
* F_max: 1.04 eV/A
* SMILES: C=CC(=O)OCCCCCCc1c(CCF)c(Cl)c2c(c1CCCCCCCCCCC)C(=O)N(O)C2=O

Structure (XYZ):
```
81
C30H43ClFNO5 | OMol25 | the ωB97M-V functional and the def2-TZVPD basis
C -0.132 -1.136 1.864
H -3.155 3.408 -2.160
H 1.826 -0.337 1.384
C -2.497 -1.830 2.410
H -3.891 -3.693 1.513
H -4.660 0.448 -4.066
H -2.446 -1.575 0.263
C 0.127 0.178 -1.121
H 2.947 0.741 -0.153
C 0.902 0.004 1.848
C -0.445 4.558 2.620
H -3.489 -0.615 -3.301
H -4.240 -1.069 -4.853
C 7.462 -0.216 2.086
O -0.971 5.635 2.653
H -3.264 -1.764 3.186
H -2.520 -3.657 -0.583
H 2.381 1.350 -1.726
H 7.954 -0.817 4.033
C -2.597 2.475 -2.197
H -1.209 4.553 4.813
H -0.677 -0.537 -0.933
H 1.131 0.239 2.883
H -1.167 -0.660 3.653
C -5.561 -1.296 -3.117
H 7.101 -0.905 -1.493
C 1.493 -0.518 -1.176
H -6.005 -2.061 -3.758
H 3.651 -1.025 -2.386
C 0.485 2.586 3.437
F -3.058 1.706 -1.117
C -4.046 -2.965 0.709
C -0.363 3.571 1.516
H -2.032 -2.816 2.520
O 0.878 1.835 4.279
C -0.596 2.552 -0.654
C 7.895 -0.152 0.671
C 2.676 0.456 -1.170
H -0.344 -1.494 0.857
H -3.857 -0.855 1.079
C -5.130 -1.887 -1.778
O 8.889 -0.689 0.265
C -1.084 2.716 -2.075
O -0.313 4.221 4.973
C -1.424 -0.754 2.595
C -3.190 -1.720 1.050
C 8.064 -1.008 2.972
H -1.811 0.205 2.240
C 6.459 -0.071 -1.204
C 0.373 1.260 1.187
C 3.950 -0.133 -1.835
C 0.192 2.385 1.981
H -0.885 3.741 -2.386
H 5.077 -1.626 -0.767
H 4.832 -0.181 0.184
H 0.305 -1.980 2.404
H -6.339 -0.548 -2.956
H -4.805 -1.064 -1.134
H -3.918 -4.696 -0.601
H 4.358 0.598 -2.533
H 1.599 -1.242 -0.366
H 8.643 -1.877 2.686
Cl -1.496 5.113 -0.367
H -4.436 -3.730 -2.590
C -4.055 -2.960 -1.913
H 6.444 0.610 -2.054
O 7.102 0.625 -0.120
N 0.223 3.964 3.708
C -4.410 -0.598 -3.886
C 5.045 -0.535 -0.826
H 6.642 0.411 2.418
C -3.615 -3.649 -0.589
H -6.003 -2.331 -1.288
C -0.017 1.355 -0.172
H -5.108 -2.726 0.736
H -0.049 0.534 -2.132
C -0.766 3.645 0.201
H -0.552 2.077 -2.770
H -2.836 1.890 -3.082
H -3.173 -2.536 -2.396
H 1.532 -1.106 -2.096
```


# 3
The following is a quantum chemistry calculation of C30H61Cl2GaNO14 as an isolated structure in a non-equilibrium geometry, from OMol25.

Computed properties:
* total charge: -1
* M: 800.440 g/mol
* gap between HOMO and LUMO: 0.2103 hartree
* spin multiplicity: 1
* F_max: 8.72 eV/A

Structure (XYZ):
```
109
C30H61Cl2GaNO14 | OMol25 | the ωB97M-V functional and the def2-TZVPD basis
O 4.307 -0.743 3.245
C 3.870 -2.279 -0.769
O -2.913 2.878 1.924
C -4.270 2.064 -5.282
H 4.151 -2.374 -1.824
H -4.882 1.786 -4.300
H -3.152 1.766 -5.057
Cl -3.318 0.608 -7.496
H -7.855 4.161 -7.554
H -2.783 5.750 0.399
C -1.399 0.303 -0.845
C -3.316 3.977 1.552
H 13.118 1.460 6.531
O -2.458 -10.054 0.254
C -0.062 -6.518 1.142
H -6.082 1.267 -8.471
O -8.150 -1.311 -3.904
H 2.539 -2.595 2.354
H 11.960 0.950 7.775
H -5.105 0.581 -1.813
H -11.184 1.393 -5.849
H -6.570 5.306 0.787
H 1.212 -1.496 1.890
H -4.297 3.229 -5.507
H -2.975 -7.007 1.273
H 0.203 -5.457 1.132
C -0.980 -0.918 -1.639
H -8.104 3.421 -4.325
O -1.906 1.332 -1.714
H 4.760 -2.732 1.158
H -0.639 -6.722 2.047
H -0.519 0.725 -0.345
H -4.022 -8.397 1.413
H -9.973 2.102 -7.753
C -10.026 1.256 -5.596
C 8.972 0.798 7.008
C 7.470 0.472 2.100
H 0.856 -7.111 1.212
H -6.855 4.344 -4.945
H -1.749 -6.296 -0.230
H -7.596 -0.288 -5.709
H 2.822 -1.194 1.286
C -0.836 -6.887 -0.108
H 6.139 0.156 5.224
C -2.683 4.666 0.379
Ga -7.534 2.795 -6.724
H -8.906 0.566 -7.508
C -4.828 5.899 1.914
H 10.861 2.465 6.015
H 4.812 1.255 4.759
O 0.707 -3.494 0.376
O 7.907 0.188 6.993
H -1.608 4.459 0.395
C -2.976 -8.079 1.465
C -9.218 1.591 -6.985
C 5.726 0.761 4.413
C -4.083 0.221 -1.970
C 5.372 -0.134 3.260
C 9.326 1.692 8.161
C 5.003 -2.795 0.094
H -3.113 4.273 -0.544
N -7.228 3.349 -4.888
C -5.818 2.008 -7.576
H 5.918 -2.223 -0.087
H 7.751 0.377 1.045
O -4.393 4.546 2.140
C 1.772 -2.884 0.391
H 10.022 2.488 7.904
C -8.471 -0.525 -4.969
H -5.181 5.688 -0.218
C -2.189 -8.875 0.465
H -9.800 2.084 -4.772
H -0.242 -0.644 -2.400
O 2.684 -3.075 -0.590
H 5.199 -3.851 -0.123
H 12.399 -0.169 6.494
H 9.739 1.087 8.972
H -3.839 -0.388 -1.101
H -2.588 -8.275 2.467
H 9.518 0.528 2.783
Cl -4.881 3.439 -8.366
H -0.216 -6.680 -0.988
H -6.089 7.003 0.553
H -0.545 -1.675 -0.981
O 9.884 0.608 6.028
H -1.827 -1.364 -2.167
O 6.284 -0.324 2.280
H -2.117 0.067 -0.054
C -4.858 1.165 -6.550
C 11.070 1.404 5.848
H 7.261 1.533 2.267
H -5.402 0.183 -6.156
C -3.184 1.410 -2.149
O -1.125 -8.297 -0.136
H 3.661 -1.218 -0.603
C 12.203 0.887 6.711
H -5.407 6.190 2.797
H 11.351 1.308 4.793
C 8.603 -0.044 2.964
C -5.716 5.984 0.689
H 6.422 1.557 4.156
O -9.879 -0.125 -5.109
H 8.412 2.186 8.507
C 2.126 -1.990 1.543
H 8.360 0.019 4.027
O -3.578 2.407 -2.747
H 8.799 -1.100 2.747
H -4.051 -0.393 -2.873
H -3.975 6.584 1.867
```


# 4
The following is a quantum chemistry calculation of a single C5H7BrN2 molecule in a non-equilibrium geometry, from OMol25.

Computed properties:
* total charge: 0
* M: 175.029 g/mol
* gap between HOMO and LUMO: 0.3589 hartree
* spin multiplicity: 1
* F_max: 5.16 eV/A
* SMILES: CC1(C)N=NC=C1Br

Structure (XYZ):
```
15
C5H7BrN2 | OMol25 | the ωB97M-V functional and the def2-TZVPD basis
H 0.968 -1.103 1.645
C 0.824 -1.232 -1.579
H -0.439 0.111 2.294
N -0.766 -1.299 -0.060
C 0.419 -0.021 1.552
Br 1.872 1.504 -1.407
C -0.202 -0.065 0.085
N -0.224 -1.962 -0.939
H -0.761 1.941 -0.158
C -1.253 1.050 -0.019
C 0.899 -0.044 -1.004
H 1.431 -1.619 -2.389
H -2.029 0.925 -0.629
H 0.991 0.815 1.615
H -1.728 0.999 0.993
```


The E_tot results, record by record, are as follows: -284.32618, -2159.87556, -5132.88017, -2878.15313 a.u..
The highest occupied orbital energy results, record by record, are as follows: -14.3, -9.5, -4.7, -9.5 eV.